# 1
Density functional theory data (ωB97M-V with the def2-TZVPD basis set) for C4H8N2O in the gas phase.

The calculation puts the energy relative to the best compared isomer or geometry (same formula, charge and spin) at 2.900 eV. The frontier orbital gap comes out at 8.504 eV. The HOMO energy is -7.556 eV. Its largest force on an atom is 0.56 eV/Å. As for the SMILES: C/C(N)=C(/N)C=O.

XYZ file:
```
15
Properties=species:S:1:pos:R:3:forces:R:3
C -1.27190 0.35635 1.17623 0.0229 0.0233 -0.1291
C 0.92559 -0.24982 -0.10524 -0.0731 -0.4372 -0.0794
C -0.53834 0.08934 -0.10976 -0.0332 -0.2565 0.0365
N 1.96996 0.67579 -0.31317 0.2378 0.1190 0.0483
N -1.05694 0.65826 -1.20806 0.1893 -0.1352 0.2418
C 0.76390 -1.58864 -0.03021 -0.2554 0.3308 -0.2344
O -0.53723 -1.82979 -0.07271 0.1571 0.5353 0.0503
H 2.53139 0.87932 0.50495 -0.1317 -0.0267 -0.0539
H 2.58466 0.43922 -1.07971 -0.0576 -0.0222 0.0476
H -1.95385 1.11829 -1.19984 0.0542 -0.2554 -0.0606
H -0.56316 0.55659 -2.08071 -0.1132 0.1389 0.0931
H 1.49148 -2.39647 0.03422 -0.0468 0.0180 0.0941
H -1.09227 1.39345 1.47528 0.0077 -0.0394 -0.0159
H -2.34634 0.20704 1.05611 0.0270 -0.0019 -0.0107
H -0.90696 -0.30891 1.95262 0.0150 0.0091 -0.0276
```
Positions in Å, forces in eV/Å.

# 2
Density functional theory data (ωB97M-V with the def2-TZVPD basis set) for 2 unconnected molecules or ions with the total composition C3H7NO in a non-equilibrium geometry.

The calculation puts the energy relative to the best compared isomer or geometry (same formula, charge and spin) at 3.495 eV. The frontier orbital gap (alpha / beta) comes out at 6.970 / 3.557 eV. The HOMO energy (alpha / beta) is -13.585 / -13.491 eV. Its largest force on an atom is 5.92 eV/Å. Its multiplicity is 2. As for the total charge: +1. Its expectation value of S² is 0.76.

XYZ file:
```
12
Properties=species:S:1:pos:R:3:forces:R:3
C 2.53788 1.19943 -0.85384 -1.8889 2.5644 0.9218
N 1.28564 1.58734 -1.03876 3.2599 -0.7699 0.2620
H 2.55358 0.30249 -0.31446 0.3944 -1.8375 0.2051
H 3.59561 1.70625 -0.79011 -2.3154 -0.1892 -1.0116
H 1.15718 2.53856 -1.37672 0.4209 0.0934 -0.2499
O -3.10827 -2.04845 0.05132 3.7359 2.8756 3.5772
C -2.33342 -1.39902 0.81593 -3.0973 -0.8362 -1.1483
C -0.89020 -0.81095 0.49474 -2.4142 0.9718 -1.2657
H -2.76262 -1.08790 1.88163 0.3499 -0.8359 -1.5767
H -0.23544 -1.51664 0.98538 0.5841 -0.0903 -0.2672
H -0.76070 0.28478 0.73321 -0.3666 -1.2668 0.7043
H -1.03923 -0.75589 -0.58831 1.3372 -0.6796 -0.1512
```
Positions in Å, forces in eV/Å.

# 3
Density functional theory data (ωB97M-V with the def2-TZVPD basis set) for a molecular structure, C3H3NdO2 in a non-equilibrium geometry.

The calculation puts the energy relative to the best compared isomer or geometry (same formula, charge and spin) at 0.000 eV. The frontier orbital gap (alpha / beta) comes out at 7.284 / 8.030 eV. The HOMO energy (alpha / beta) is -12.480 / -13.193 eV. Its largest force on an atom is 6.66 eV/Å. Its multiplicity is 5. As for the total charge: +1. Its expectation value of S² is 6.00.

XYZ file:
```
9
Properties=species:S:1:pos:R:3:forces:R:3
C 0.24035 0.57806 0.68190 -1.2410 1.4902 -2.3491
C 0.97114 -0.21022 -0.39821 0.2924 0.2937 -0.2340
H 1.50301 0.39317 -1.15655 -0.1178 -0.3084 0.4288
H 0.63377 1.54089 1.02924 -0.0919 -0.4012 0.1556
H 1.62310 -1.05983 -0.13640 -0.4454 0.1278 0.1045
O -2.22868 0.28492 -0.08025 2.8025 1.4938 -1.5461
C -0.98852 0.53718 -0.37944 -0.7582 -4.7719 4.5803
O -0.30033 -0.65898 -0.96314 -0.7054 1.3421 -0.3858
Nd -1.45382 -1.40518 1.40287 0.2648 0.7339 -0.7542
```
Positions in Å, forces in eV/Å.

# 4
Density functional theory data (ωB97M-V with the def2-TZVPD basis set) for C20H21FN2O2 in the gas phase.

The calculation puts the energy relative to the best compared isomer or geometry (same formula, charge and spin) at 1.368 eV. The frontier orbital gap comes out at 8.068 eV. The HOMO energy is -7.864 eV. Its largest force on an atom is 0.61 eV/Å. As for the SMILES: O=C(CCC(=O)N1CCN(c2ccc(F)cc2)CC1)c1ccccc1.

XYZ file:
```
46
Properties=species:S:1:pos:R:3:forces:R:3
O 1.44829 -1.90036 -0.22922 -0.0416 -0.0248 0.0578
C 1.07594 -2.38975 0.81724 -0.2557 0.0083 0.1493
C 1.87661 -3.43084 1.50826 0.5007 -0.3421 0.0044
C 1.53045 -3.97221 2.74582 -0.0315 0.1516 -0.2052
C 2.32660 -4.94229 3.32600 0.0496 -0.1158 0.1132
C 3.47239 -5.38629 2.68495 -0.0439 0.0039 0.0525
C 3.82644 -4.85403 1.45562 0.0388 -0.0148 -0.0236
C 3.03487 -3.88384 0.87412 -0.1218 0.0985 -0.0182
H 3.29374 -3.45563 -0.08294 0.0122 0.0282 -0.0523
H 4.71924 -5.19613 0.95355 0.0654 -0.0238 -0.0407
H 4.08841 -6.14494 3.14467 0.0440 -0.0594 0.0417
H 2.05302 -5.35531 4.28577 -0.0223 -0.0245 0.0688
H 0.64607 -3.63805 3.26488 -0.0993 0.0478 0.0377
C -0.22635 -1.97233 1.46708 -0.1324 0.3360 -0.3084
C -0.91421 -0.88542 0.63902 0.2218 -0.0873 0.1842
H -1.02580 -1.23182 -0.38406 -0.0661 0.0400 0.0165
C -0.06891 0.37542 0.75080 -0.2935 -0.1031 -0.2450
O 0.25173 0.79257 1.85214 0.0212 -0.0617 0.4418
N 0.31467 1.00544 -0.37967 0.1149 0.3239 -0.1409
C -0.01113 0.60293 -1.73370 -0.0431 -0.2452 -0.2830
H 0.65307 -0.20591 -2.06213 -0.1239 -0.0017 -0.0367
C 0.09991 1.82594 -2.66664 -0.0843 -0.2300 0.1431
N -0.31897 3.01689 -1.95500 0.2737 0.2315 -0.2027
C -1.67544 3.06806 -1.60610 -0.3960 0.1387 0.0372
C -2.61659 3.06962 -2.64088 0.0780 -0.0414 0.1638
C -3.96809 3.15721 -2.37977 -0.2057 -0.0489 0.2073
C -4.39055 3.25186 -1.06600 0.1154 -0.0189 0.0420
C -3.48916 3.25483 -0.01993 -0.3925 0.0395 -0.1485
C -2.13686 3.15826 -0.29161 0.1858 -0.0837 -0.1811
H -1.44984 3.12759 0.53895 0.1072 -0.0064 0.0686
H -3.84514 3.31952 0.99625 -0.0608 0.0118 0.0945
F -5.71548 3.33842 -0.80205 0.0904 0.0048 -0.0204
H -4.69238 3.16192 -3.17901 -0.0900 0.0095 -0.0662
H -2.27882 3.01806 -3.66434 0.0555 0.0414 -0.1047
C 0.68421 3.36171 -0.96609 0.1530 0.0273 -0.0013
H 0.25788 4.05833 -0.24660 0.0393 -0.0240 -0.0277
C 1.25483 2.10387 -0.27811 0.0935 0.1745 0.2154
H 2.19601 1.80116 -0.75098 -0.0122 0.0309 0.0415
H 1.43820 2.27817 0.78268 0.0699 -0.0132 -0.1948
H 1.49322 3.88304 -1.49192 -0.0179 0.0000 0.1467
H -0.52106 1.66634 -3.54762 0.1204 -0.0309 -0.0067
H 1.12938 1.97939 -2.99747 -0.0403 -0.0277 -0.0495
H -1.04545 0.25351 -1.76333 0.1132 -0.0107 -0.0230
H -1.89747 -0.66927 1.06150 0.0271 0.0301 -0.0436
H -0.87176 -2.84610 1.57728 0.0369 -0.0281 0.0697
H -0.00572 -1.56954 2.45861 -0.0532 -0.1099 0.0263
```
Positions in Å, forces in eV/Å.

# 5
Density functional theory data (ωB97M-V with the def2-TZVPD basis set) for 2 unconnected molecules or ions with the total composition C2H8NS in a non-equilibrium geometry.

The calculation puts the energy relative to the best compared isomer or geometry (same formula, charge and spin) at 1.089 eV. The frontier orbital gap comes out at 7.145 eV. The HOMO energy is -2.840 eV. Its largest force on an atom is 4.18 eV/Å. As for the total charge: -1.

XYZ file:
```
12
Properties=species:S:1:pos:R:3:forces:R:3
S -2.06805 0.32293 -0.51333 -0.4983 0.1352 -0.5689
H -2.06081 1.38609 -1.35458 0.0628 -0.2570 0.2140
C 2.06335 -0.19718 -0.77892 -1.2560 1.0558 3.4288
C 1.54020 -0.65825 0.71466 2.7553 -3.0189 -0.8905
N 0.50049 0.15283 1.22694 0.1234 1.1042 -1.9798
H 3.05421 0.25101 -0.69947 0.0300 -0.2798 -0.2256
H 1.35641 0.58636 -0.97052 -0.2231 0.6990 -0.5296
H 1.93127 -0.89890 -1.54351 0.1768 -1.3242 -0.9007
H 2.57415 -0.73170 1.32426 -2.4420 0.2545 -0.6435
H 1.12576 -1.75677 0.63478 1.2080 1.3723 -0.0754
H 0.25357 -0.04115 2.18069 -0.4814 -0.3072 -0.1113
H -0.27051 0.10100 0.43854 0.5446 0.5660 2.2824
```
Positions in Å, forces in eV/Å.

Q: Which of these has the lowest energy relative to the best compared isomer or geometry (same formula, charge and spin)?
A: C3H3NdO2

Copy entry 1 word for word.
Density functional theory data (ωB97M-V with the def2-TZVPD basis set) for C4H8N2O in the gas phase.

The calculation puts the energy relative to the best compared isomer or geometry (same formula, charge and spin) at 2.900 eV. The frontier orbital gap comes out at 8.504 eV. The HOMO energy is -7.556 eV. Its largest force on an atom is 0.56 eV/Å. As for the SMILES: C/C(N)=C(/N)C=O.

XYZ file:
```
15
Properties=species:S:1:pos:R:3:forces:R:3
C -1.27190 0.35635 1.17623 0.0229 0.0233 -0.1291
C 0.92559 -0.24982 -0.10524 -0.0731 -0.4372 -0.0794
C -0.53834 0.08934 -0.10976 -0.0332 -0.2565 0.0365
N 1.96996 0.67579 -0.31317 0.2378 0.1190 0.0483
N -1.05694 0.65826 -1.20806 0.1893 -0.1352 0.2418
C 0.76390 -1.58864 -0.03021 -0.2554 0.3308 -0.2344
O -0.53723 -1.82979 -0.07271 0.1571 0.5353 0.0503
H 2.53139 0.87932 0.50495 -0.1317 -0.0267 -0.0539
H 2.58466 0.43922 -1.07971 -0.0576 -0.0222 0.0476
H -1.95385 1.11829 -1.19984 0.0542 -0.2554 -0.0606
H -0.56316 0.55659 -2.08071 -0.1132 0.1389 0.0931
H 1.49148 -2.39647 0.03422 -0.0468 0.0180 0.0941
H -1.09227 1.39345 1.47528 0.0077 -0.0394 -0.0159
H -2.34634 0.20704 1.05611 0.0270 -0.0019 -0.0107
H -0.90696 -0.30891 1.95262 0.0150 0.0091 -0.0276
```
Positions in Å, forces in eV/Å.

Q: Among the records above, which one has the lowest energy relative to the best compared isomer or geometry (same formula, charge and spin)?
A: C3H3NdO2

Q: Number 5 is which compound?
A: C2H8NS